[1]
Below is a molecular structure, C38H40N5O7P2PdS at a distorted geometry, with properties calculated with wB97M-V/def2-TZVPD.

Atoms and positions in Å:
Pd  0.5642  -0.1085  0.0871
N  0.7475  -3.3806  -0.3250
C  0.1852  -4.0539  -1.2524
C  -0.6156  -5.2718  -0.9905
C  -1.6655  -5.7419  -2.0069
C  -1.1871  -6.0520  -3.4376
N  -1.4688  -5.0176  -4.4340
C  -2.6714  -4.7921  -4.9751
N  -2.8335  -3.7811  -5.8222
N  -3.7037  -5.5795  -4.6888
C  -2.1723  -1.7929  -1.6585
O  -2.1687  -2.3462  -2.6844
O  -2.1111  -1.3040  -0.6135
H  1.4928  -2.6772  -0.4880
H  0.5807  -3.6158  0.6511
H  0.4815  -3.7851  -2.2637
H  -1.0781  -5.2033  -0.0022
H  0.1703  -6.0380  -0.8893
H  -2.5025  -5.0431  -2.0388
H  -2.0568  -6.6661  -1.5798
H  -1.6406  -6.9811  -3.7846
H  -0.1148  -6.2458  -3.4759
H  -0.7459  -4.3560  -4.6633
H  -2.0867  -3.1413  -6.0336
H  -3.7235  -3.6003  -6.2575
H  -3.5990  -6.4129  -4.1372
H  -4.5855  -5.4630  -5.1624
O  -1.0092  1.2656  -0.0206
P  -1.1171  2.4298  0.9703
C  0.3954  2.5313  1.9915
P  0.7369  0.8785  2.6849
O  -0.2134  -0.1650  2.0858
C  0.6841  0.9260  4.4546
C  -0.3602  0.2830  5.1164
C  -0.4282  0.3550  6.4996
C  0.5350  1.0629  7.2055
C  1.5754  1.7037  6.5405
C  1.6539  1.6394  5.1605
C  2.3656  0.3441  2.1175
C  3.2495  1.0911  1.3323
C  4.4654  0.5439  0.9453
C  4.8107  -0.7362  1.3472
C  3.9440  -1.4839  2.1419
C  2.7273  -0.9521  2.5252
C  -2.4465  2.1649  2.1384
C  -3.2237  1.0131  2.0717
C  -4.2070  0.7944  3.0247
C  -4.4080  1.7175  4.0424
C  -3.6363  2.8716  4.1064
C  -2.6598  3.1009  3.1518
C  -1.3181  3.9950  0.1469
C  -2.0833  4.0265  -1.0188
C  -2.2842  5.2317  -1.6694
C  -1.7322  6.3996  -1.1584
C  -0.9673  6.3676  0.0003
C  -0.7591  5.1656  0.6577
H  0.2401  3.2382  2.8076
H  1.2036  2.8848  1.3504
H  -1.1095  -0.2587  4.5520
H  -1.2319  -0.1404  7.0270
H  0.4781  1.1163  8.2845
H  2.3240  2.2476  7.0999
H  2.4712  2.1304  4.6430
H  3.0077  2.0997  1.0239
H  5.1486  1.1294  0.3447
H  5.7670  -1.1517  1.0580
H  4.2377  -2.4675  2.4846
H  2.0662  -1.5139  3.1764
H  -3.0482  0.2948  1.2824
H  -4.8197  -0.0958  2.9753
H  -5.1782  1.5457  4.7823
H  -3.8046  3.5967  4.8909
H  -2.0884  4.0224  3.1874
H  -2.5086  3.1166  -1.4225
H  -2.8736  5.2614  -2.5755
H  -1.9039  7.3406  -1.6634
H  -0.5281  7.2757  0.3898
H  -0.1601  5.1574  1.5599
O  -0.1977  2.1727  -3.2293
S  0.9243  1.8259  -2.4280
O  1.2842  2.5948  -1.2686
N  0.7874  0.1907  -1.9215
C  2.0384  -0.3292  -1.9759
O  2.3362  -1.2456  -1.1656
C  2.9487  0.3263  -2.9216
C  4.1774  -0.1001  -3.3996
C  4.8209  0.7078  -4.3279
C  4.2500  1.9030  -4.7614
C  3.0182  2.3377  -4.2776
C  2.3973  1.5244  -3.3564
H  4.6098  -1.0358  -3.0717
H  5.7784  0.4041  -4.7285
H  4.7776  2.5097  -5.4850
H  2.5787  3.2698  -4.6049

Summary:
**Net charge**: +3
**ΔE to the lowest compared entry with this formula, charge and spin**: 92.6 kJ/mol
**E_HOMO**: -15.15 eV
**F_max**: 2.89 eV/A

Here are the Löwdin charges for atoms 1 to 4, given in e: number 1, Pd, carries 1.00; number 2, N, carries 0.24; number 3, C, carries -0.04; number 4, C, carries -0.13

[2]
Below is a molecular structure, C38H40N6OReS2, with properties calculated with wB97M-V/def2-TZVPD.

Atoms and positions in Å:
Re  0.2606  0.8352  -0.1410
C  -1.0444  3.8773  2.7678
C  0.4450  3.5103  2.8643
C  1.2787  3.7283  1.6062
N  1.2463  2.8268  0.4284
C  1.7518  3.3812  -0.6403
C  2.4224  4.6546  -0.6615
C  2.5794  5.5336  -1.6957
C  2.2401  5.3984  -3.0502
C  1.9792  4.2112  -3.6781
C  1.9446  2.9213  -3.1356
C  1.8477  2.5132  -1.8201
N  1.8177  1.2112  -1.4548
C  2.5279  0.2479  -2.2532
C  2.7305  -1.0195  -1.4287
C  2.8810  -0.7866  0.0802
N  1.5538  -0.7039  0.7323
C  1.4132  -1.3927  1.8304
C  2.6021  -1.7998  2.5874
C  2.8872  -2.9498  3.2262
C  2.0312  -4.0750  3.3910
C  0.6851  -4.0257  3.3093
C  -0.1415  -2.8868  3.0688
C  0.1091  -1.7055  2.4504
N  -1.0195  -0.8320  2.3073
C  -2.1749  1.6269  2.1951
C  -1.9240  3.0810  1.7990
H  -1.0997  4.9304  2.4771
H  -1.4787  3.8201  3.7718
H  0.6067  2.5264  3.2933
H  0.8790  4.2067  3.5884
H  2.3241  3.7666  1.9358
H  1.0268  4.7360  1.2644
H  2.8294  4.9826  0.2838
H  3.0362  6.4815  -1.4269
H  2.2881  6.2933  -3.6582
H  1.8233  4.2597  -4.7506
H  1.8755  2.1181  -3.8597
H  3.5093  0.6741  -2.4986
H  2.0438  -0.0007  -3.2079
H  3.6174  -1.5439  -1.7934
H  1.8970  -1.6998  -1.5614
H  3.4636  0.1139  0.2956
H  3.4218  -1.6449  0.4793
H  3.3850  -1.0487  2.5815
H  3.8813  -3.0292  3.6536
H  2.4897  -5.0099  3.6902
H  0.1410  -4.9339  3.5382
H  -1.1757  -3.0145  3.3672
H  -2.5328  1.5042  3.2192
H  -2.8690  1.1551  1.4979
H  -2.8973  3.5715  1.7310
H  -1.5036  3.0975  0.7899
C  -0.4288  -1.7065  -2.1946
C  -0.7704  -0.3424  -1.6383
N  -1.2749  -0.3511  -0.3443
N  -2.1718  -1.1250  0.2346
C  -2.0825  -1.3381  1.4930
S  -0.5791  0.8067  2.0476
S  -3.4001  -2.1686  2.3404
C  -3.7993  -3.3878  1.0482
C  -2.6970  -4.3962  0.8908
C  -2.5472  -5.4334  1.8100
C  -1.5253  -6.3592  1.6690
C  -0.6212  -6.2423  0.6189
C  -0.7558  -5.2057  -0.2919
C  -1.7960  -4.2926  -0.1627
C  -1.4262  0.6036  -2.6075
C  -2.0275  0.2293  -3.8021
C  -2.6283  1.1742  -4.6250
C  -2.6287  2.5102  -4.2404
C  -2.0348  2.9032  -3.0511
C  -1.4201  1.9559  -2.2264
O  -0.8217  2.3195  -1.0956
H  0.0191  -2.3318  -1.4212
H  -1.3440  -2.2103  -2.5281
H  0.2405  -1.6414  -3.0542
H  -4.7382  -3.8480  1.3552
H  -3.9679  -2.8354  0.1270
H  -3.2442  -5.5120  2.6379
H  -1.4319  -7.1723  2.3786
H  0.1812  -6.9613  0.5103
H  -0.0555  -5.1098  -1.1126
H  -1.9053  -3.4809  -0.8715
H  -2.0288  -0.8127  -4.1009
H  -3.0925  0.8718  -5.5550
H  -3.0921  3.2539  -4.8781
H  -2.0161  3.9432  -2.7460

Summary:
**Multiplicity**: 2
**ΔE to the lowest compared entry with this formula, charge and spin**: 228.9 kJ/mol
**E_HOMO (alpha / beta)**: -5.87 / -6.52 eV
**F_max**: 0.50 eV/A

Here are the Löwdin charges for atoms 1 to 4, given in e: number 1, Re, carries 1.38; number 2, C, carries -0.20; number 3, C, carries -0.23; number 4, C, carries -0.21

[3]
Below is a molecular structure, C38H40N7O4PSSeSn, with properties calculated with wB97M-V/def2-TZVPD.

Atoms and positions in Å:
Sn  0.9464  0.6152  -0.2970
C  5.3340  1.9394  -1.5513
C  3.8821  1.7637  -1.2106
N  3.3180  0.6233  -1.0318
O  4.0448  -0.5436  -1.2303
C  3.0528  2.9552  -1.0487
C  3.5231  4.3559  -1.2669
N  1.8057  2.7539  -0.7032
O  1.0366  3.7499  -0.5357
H  5.9521  1.0787  -1.2977
H  5.7319  2.7798  -0.9868
H  5.4663  2.1627  -2.6118
H  4.8619  -0.3122  -1.6914
H  4.5145  4.4024  -1.7116
H  3.5265  4.9170  -0.3286
H  2.8179  4.8732  -1.9203
C  -1.8505  5.9983  -3.6382
C  -2.6009  6.0414  -2.4723
C  -2.5161  5.0068  -1.5506
C  -1.6739  3.9246  -1.7828
C  -0.9168  3.8944  -2.9507
C  -1.0090  4.9206  -3.8778
P  -1.5633  2.4786  -0.6765
C  -3.0506  1.5583  -1.2072
C  -2.8424  0.4142  -1.9708
C  -3.9167  -0.3024  -2.4841
C  -5.2109  0.1235  -2.2377
C  -5.4313  1.2696  -1.4814
C  -4.3592  1.9837  -0.9746
C  -2.0224  3.1100  0.9697
C  -1.4205  4.2662  1.4689
C  -1.6866  4.6891  2.7626
C  -2.5510  3.9671  3.5751
C  -3.1377  2.8072  3.0916
C  -2.8656  2.3718  1.8014
H  -1.9184  6.8046  -4.3575
H  -3.2570  6.8807  -2.2785
H  -3.1055  5.0493  -0.6427
H  -0.2402  3.0661  -3.1279
H  -0.4154  4.8835  -4.7826
H  -1.8326  0.0647  -2.1535
H  -3.7369  -1.1984  -3.0643
H  -6.0506  -0.4348  -2.6318
H  -6.4422  1.6068  -1.2893
H  -4.5399  2.8771  -0.3889
H  -0.7266  4.8180  0.8489
H  -1.2109  5.5866  3.1372
H  -2.7594  4.3040  4.5827
H  -3.8047  2.2291  3.7199
H  -3.3111  1.4508  1.4450
Se  2.0487  1.3998  2.0340
C  1.2017  0.3733  3.3899
C  -0.1611  0.4917  3.6593
C  -0.7163  -0.2569  4.6877
N  -0.0228  -1.0878  5.4677
C  1.2842  -1.1744  5.2226
C  1.9332  -0.4879  4.2076
H  -0.7781  1.1607  3.0769
H  -1.7798  -0.1834  4.8906
H  1.8498  -1.8366  5.8720
H  2.9979  -0.6165  4.0585
O  -0.3199  -7.2594  -2.8465
C  1.0861  -7.1963  -2.9321
N  1.6737  -6.3399  -1.9320
C  1.6079  -4.9842  -2.1049
O  1.1397  -4.4878  -3.1136
C  2.1165  -4.1513  -0.9744
C  3.0948  -4.5784  -0.0845
C  3.4802  -3.7344  0.9425
C  2.8683  -2.4943  1.0399
N  1.9412  -2.0747  0.1848
C  1.5784  -2.8800  -0.8030
H  -0.6631  -6.4312  -3.2031
H  1.3970  -6.8208  -3.9055
H  1.4607  -8.2070  -2.7910
H  1.7767  -6.6924  -0.9953
H  3.5645  -5.5476  -0.2044
H  4.2435  -4.0233  1.6517
H  3.1420  -1.7923  1.8214
H  0.8163  -2.5138  -1.4840
C  -1.3576  -4.7415  -0.0386
N  -0.8500  -4.0820  1.1469
C  -0.1816  -4.7084  2.1882
C  0.0923  -3.7663  3.1098
N  -0.4112  -2.5784  2.6206
C  -0.9983  -2.7559  1.4156
S  -1.7765  -1.6045  0.4657
H  -0.5942  -5.4011  -0.4480
H  -1.6105  -3.9725  -0.7654
H  -2.2524  -5.3181  0.1950
H  0.0208  -5.7644  2.1796
H  0.5764  -3.8281  4.0663
H  -0.3568  -1.6770  3.0740

Summary:
**ΔE to the lowest compared entry with this formula, charge and spin**: 31.7 kJ/mol
**E_HOMO**: -6.92 eV
**F_max**: 0.28 eV/A

Here are the Löwdin charges for atoms 1 to 4, given in e: number 1, Sn, carries 0.91; number 2, C, carries -0.01; number 3, C, carries -0.29; number 4, N, carries -0.12

[4]
Below is a molecular structure, C38H40N8O3S2SeTl, with properties calculated with wB97M-V/def2-TZVPD.

Atoms and positions in Å:
Tl  -0.5051  0.0848  0.0527
C  -1.5700  4.8283  -2.4428
N  -0.8071  3.7171  -2.9700
C  0.3533  3.8483  -3.7154
C  0.7690  2.6242  -4.0332
N  -0.1305  1.7138  -3.4753
C  -1.1495  2.3923  -2.8144
S  -2.5025  1.8279  -2.0267
C  -0.0003  0.2996  -3.6714
C  0.7788  -0.1787  -4.7218
C  0.8287  -1.5466  -4.9166
C  0.1163  -2.3821  -4.0759
C  -0.5946  -1.7989  -3.0412
N  -0.6325  -0.4824  -2.8401
H  -1.9953  5.4228  -3.2536
H  -0.9295  5.4631  -1.8284
H  -2.3779  4.4164  -1.8427
H  0.7854  4.8091  -3.9395
H  1.6661  2.3177  -4.5374
H  1.3186  0.4893  -5.3775
H  1.4291  -1.9555  -5.7188
H  0.1192  -3.4563  -4.2071
H  -1.1323  -2.4009  -2.3167
C  1.9920  4.4834  1.5095
N  2.6532  3.2209  1.7365
C  2.8916  2.2701  0.7849
Se  2.4145  2.2348  -0.9698
N  3.5677  1.2797  1.4157
C  3.7412  1.5574  2.7611
C  4.3061  0.8407  3.7954
C  4.3007  1.4349  5.0519
C  3.7427  2.6992  5.2557
C  3.1594  3.4065  4.2098
C  3.1703  2.8107  2.9644
H  1.5848  4.4660  0.5015
H  2.6994  5.3099  1.5998
H  1.1876  4.6131  2.2356
H  3.7579  0.4050  0.9538
H  4.7108  -0.1531  3.6395
H  4.7294  0.8999  5.8900
H  3.7530  3.1342  6.2473
H  2.7033  4.3766  4.3697
N  -2.4615  4.2031  2.3498
C  -3.2917  3.4843  3.1867
C  -3.1320  2.1820  2.8125
N  -2.2356  2.0876  1.7716
C  -1.8571  3.3071  1.5160
H  -2.3500  5.1996  2.3397
H  -3.8927  3.9550  3.9474
H  -3.6068  1.3000  3.2170
H  -1.1541  3.5886  0.7414
C  0.7676  -0.8714  4.1652
C  0.4857  0.5363  3.7131
C  -0.2116  1.4445  4.6984
O  0.7517  0.9191  2.6002
H  0.8066  -0.9401  5.2538
H  1.6899  -1.2521  3.7231
H  -0.0568  -1.4966  3.8011
H  0.4412  1.6024  5.5629
H  -1.1277  0.9616  5.0508
H  -0.4521  2.3994  4.2330
C  1.9208  -1.9329  1.0896
C  2.9977  -2.8956  1.5109
C  2.6721  -4.1339  2.0652
C  3.6611  -5.0184  2.4793
C  5.0041  -4.6844  2.3406
C  5.3435  -3.4575  1.7854
C  4.3475  -2.5770  1.3789
H  1.0080  -2.1419  1.6596
H  2.2083  -0.9069  1.3570
H  1.6231  -4.3921  2.1773
H  3.3839  -5.9697  2.9198
H  5.7773  -5.3755  2.6564
H  6.3879  -3.1882  1.6680
H  4.6257  -1.6225  0.9385
O  -8.0088  -4.6479  1.0367
C  -7.6522  -3.5637  1.7810
O  -8.5079  -3.0052  2.4158
C  -6.2213  -3.1796  1.7494
C  -5.7550  -2.2781  2.7058
C  -4.4261  -1.9053  2.7481
C  -3.4789  -2.4098  1.8286
S  -1.7947  -1.9966  1.9086
C  -3.9772  -3.2863  0.8411
C  -5.3054  -3.6639  0.8117
H  -7.2179  -5.0266  0.6367
H  -6.4668  -1.8835  3.4212
H  -4.0780  -1.2159  3.5072
H  -3.2846  -3.6634  0.0994
H  -5.6235  -4.3259  0.0098
N  2.1133  -2.7414  -1.1316
C  1.4911  -1.8939  -0.3916
H  1.7917  -2.6599  -2.0931

Summary:
**Net charge**: -1
**ΔE to the lowest compared entry with this formula, charge and spin**: 7.3 kJ/mol
**E_HOMO**: -2.75 eV
**F_max**: 0.60 eV/A

Here are the Löwdin charges for atoms 1 to 4, given in e: number 1, Tl, carries 0.57; number 2, C, carries -0.05; number 3, N, carries -0.13; number 4, C, carries -0.08

[5]
Below is 2 unconnected molecules or ions with the total composition C38H41BN2O5 at a distorted geometry, with properties calculated with wB97M-V/def2-TZVPD.

Atoms and positions in Å:
C  9.8163  -0.3468  3.1491
C  8.7519  0.6303  3.0866
C  8.7605  2.0148  3.1306
C  7.3995  2.4080  3.0882
C  6.6318  1.2530  3.0124
B  5.0570  0.9522  3.0969
O  4.7448  0.1951  4.3366
C  3.3395  0.0585  4.4086
C  2.6528  0.7327  3.1709
C  1.1581  0.6085  3.2027
C  3.2708  0.0656  1.8891
O  4.6720  0.2025  1.8823
C  3.1007  2.2357  3.1677
O  4.5011  2.3279  3.1292
O  7.4653  0.1602  3.0087
H  10.7672  0.1891  3.1694
H  9.7511  -0.9649  4.0519
H  9.7991  -1.0094  2.2776
H  9.6346  2.6528  3.2046
H  6.9966  3.4110  3.0880
H  3.0679  -1.0142  4.4327
H  2.9709  0.5454  5.3323
H  0.7493  1.1263  2.3337
H  0.8604  -0.4456  3.1729
H  0.7520  1.0723  4.1077
H  2.9942  -1.0069  1.8761
H  2.8574  0.5540  0.9846
H  2.6838  2.7454  2.2785
H  2.7209  2.7247  4.0849
C  -3.6166  -2.7063  -4.4809
N  -2.7339  -2.5178  -3.3509
C  -1.9788  -3.5516  -2.8635
O  -1.9455  -4.6945  -3.3134
C  -1.1707  -3.0110  -1.6973
C  0.3283  -3.1309  -1.9646
C  0.7122  -2.4240  -3.2437
C  0.7500  -3.1363  -4.4475
C  1.0714  -2.4881  -5.6395
C  1.3377  -1.1141  -5.6406
C  1.3170  -0.4037  -4.4351
C  1.0545  -1.0693  -3.2350
N  -1.6204  -1.6276  -1.6008
C  -1.1514  -0.7954  -0.6502
C  -1.4421  0.5611  -0.6117
C  -1.1926  1.3701  0.4945
C  -1.7776  2.6830  0.6068
C  -1.9960  3.3026  1.8729
C  -2.5320  4.5846  1.9680
C  -2.9058  5.2834  0.8091
C  -2.7804  4.6673  -0.4429
C  -2.2356  3.3861  -0.5456
C  -2.6255  -1.2584  -2.6242
C  -3.9424  -0.7949  -2.0883
C  -4.6424  -1.5410  -1.2095
C  -5.8456  -1.1018  -0.5349
C  -6.4980  -1.9800  0.3636
C  -7.6572  -1.5895  1.0273
C  -8.1938  -0.3083  0.8097
C  -7.5531  0.5754  -0.0716
C  -6.3836  0.1913  -0.7333
H  -3.5492  -3.7515  -4.8012
H  -4.6536  -2.4765  -4.2066
H  -3.3189  -2.0558  -5.3153
H  -1.4690  -3.5609  -0.7883
H  0.8775  -2.7285  -1.1032
H  0.5304  -4.2060  -2.0619
H  0.5129  -4.2029  -4.4385
H  1.1034  -3.0589  -6.5680
H  1.5693  -0.6018  -6.5765
H  1.5095  0.6698  -4.4207
H  1.1050  -0.5355  -2.2829
H  -0.5390  -1.2680  0.1239
H  -1.9090  0.9844  -1.5052
H  -0.7651  0.9154  1.3862
H  -1.7667  2.7238  2.7728
H  -2.6912  5.0336  2.9511
H  -3.3218  6.2859  0.8825
H  -3.1317  5.1700  -1.3470
H  -2.1738  2.9135  -1.5273
H  -2.2187  -0.4776  -3.2926
H  -4.3202  0.1431  -2.4932
H  -4.3031  -2.5565  -0.9795
H  -6.0636  -2.9701  0.5210
H  -8.1478  -2.2801  1.7155
H  -9.1042  -0.0022  1.3260
H  -7.9644  1.5715  -0.2452
H  -5.8744  0.8832  -1.4072

Summary:
**ΔE to the lowest compared entry with this formula, charge and spin**: 0.0 kJ/mol
**E_HOMO**: -5.39 eV
**F_max**: 2.51 eV/A

Here are the Löwdin charges for atoms 1 to 4, given in e: number 1, C, carries -0.05; number 2, C, carries -0.36; number 3, C, carries -0.05; number 4, C, carries -0.04

> Look up the F_max of the third one.

0.28 eV/A

> Among the records above, which one has the highest F_max?

C38H40N5O7P2PdS

> What is the formula in the second record?

C38H40N6OReS2